# C6H13N3

A single C6H13N3 molecule at a distorted geometry (ωB97M-V/def2-TZVPD, the Open Molecules 2025 dataset).

The geometry in XYZ format:
```
22
C6H13N3, DFT ωB97M-V/def2-TZVPD
C 1.747 -0.461 0.892
C 0.648 0.233 0.102
C 1.196 0.802 -1.199
C -0.175 1.168 0.964
C -1.417 1.613 0.316
N -1.421 0.293 0.914
C -0.710 -0.631 0.003
N -0.598 -1.906 0.655
N -1.273 -0.663 -1.321
H 1.346 -0.878 1.811
H 2.531 0.255 1.135
H 2.187 -1.268 0.310
H 1.688 0.018 -1.773
H 0.406 1.224 -1.815
H 1.922 1.584 -0.982
H 0.159 1.576 1.907
H -2.031 2.314 0.867
H -1.477 1.694 -0.761
H -1.450 -2.142 1.146
H -0.224 -2.620 0.042
H -0.791 -1.327 -1.915
H -2.263 -0.878 -1.298
```

Values from the calculation:
- ΔE to the lowest compared entry with this formula, charge and spin (kcal/mol) = 40.4
- E_tot (eV) = -10901.6617
- M (g/mol) = 127.19
- lowest unoccupied orbital energy (eV) = 0.958
- SMILES string = CC1(C)[C@H]2CN2C1(N)N

# C5H11NO

A 2-piece molecular cluster, C5H11NO overall at a distorted geometry (ωB97M-V/def2-TZVPD, the Open Molecules 2025 dataset).

The geometry in XYZ format:
```
18
C5H11NO, DFT ωB97M-V/def2-TZVPD
C 2.639 -1.302 0.116
C 1.926 -1.796 -0.901
C 0.548 -1.347 -1.100
C 0.170 -0.050 -1.139
C -1.025 0.464 -0.424
N -1.901 1.447 -1.089
H 3.705 -1.461 0.139
H 2.142 -0.652 0.822
H 2.252 -2.692 -1.422
H -0.306 -2.009 -0.938
H 0.551 0.699 -1.841
H -0.724 0.904 0.529
H -1.611 -0.401 -0.062
H -2.859 1.300 -0.797
H -1.874 1.203 -2.075
O -1.472 1.750 3.542
H -1.301 0.819 3.370
H -1.052 2.180 2.790
```

Values from the calculation:
- ΔE to the lowest compared entry with this formula, charge and spin (kcal/mol) = 79.4
- E_tot (eV) = -8898.2543
- M (g/mol) = 101.15
- lowest unoccupied orbital energy (eV) = 0.623
- SMILES string = C=C/C=C/CN.O

# C31H47NO2P2PbS2

C31H47NO2P2PbS2 as an isolated structure at a distorted geometry (ωB97M-V/def2-TZVPD, the Open Molecules 2025 dataset).

The geometry in XYZ format:
```
86
C31H47NO2P2PbS2, DFT ωB97M-V/def2-TZVPD
Pb 3.747 1.572 -1.215
C -1.955 3.093 -0.538
C -1.866 2.399 -1.779
C -3.828 1.764 -0.748
C -3.176 2.712 0.093
C -3.020 1.574 -1.905
C -0.944 3.991 0.046
H -0.211 4.296 -0.708
H -0.401 3.505 0.870
H -1.417 4.895 0.452
C -3.638 3.152 1.416
H -3.266 4.159 1.642
H -3.289 2.475 2.210
H -4.734 3.170 1.454
C -5.090 1.072 -0.439
H -5.828 1.772 -0.029
H -4.950 0.267 0.297
H -5.507 0.612 -1.341
C -3.345 0.685 -3.036
H -4.064 1.154 -3.725
H -3.796 -0.250 -2.677
H -2.446 0.440 -3.612
C -0.781 2.528 -2.771
H -0.982 3.340 -3.488
H -0.672 1.604 -3.351
H 0.179 2.750 -2.284
C 4.601 0.004 0.075
C 5.561 1.034 -0.322
C 6.541 0.785 -1.427
C 5.943 0.511 -2.899
C 4.432 0.688 -3.017
C 3.538 -0.221 -2.388
C 3.960 -1.522 -1.765
C 4.745 -1.393 -0.456
H 7.129 -0.108 -1.278
H 6.208 -0.515 -3.247
H 7.180 1.666 -1.558
H 5.761 -1.680 -0.679
H 4.235 -0.009 1.075
H 5.783 1.899 0.332
H 4.286 -2.085 0.248
H 3.067 -2.118 -1.609
H 2.432 -0.149 -2.521
H 4.495 -2.103 -2.479
H 6.420 1.244 -3.579
H 4.147 1.113 -3.944
P 1.811 -2.018 1.677
P 0.586 -2.859 -0.380
C 1.972 -3.764 1.966
C 1.227 -4.263 0.697
H 1.612 -4.073 2.928
H 3.036 -4.036 1.943
H 1.924 -4.783 0.053
H 0.409 -4.909 0.954
C -1.168 -3.303 -0.533
H -1.470 -3.355 -1.574
H -1.812 -2.593 -0.014
H -1.316 -4.283 -0.096
C 0.959 -3.401 -2.157
H 1.203 -4.466 -2.212
H 1.778 -2.848 -2.628
H 0.079 -3.229 -2.793
C 1.499 -0.471 2.711
H 1.492 0.383 2.004
H 2.306 -0.267 3.446
H 0.520 -0.505 3.189
C 4.374 3.715 -1.228
H 4.017 3.894 -2.247
H 5.448 3.574 -1.060
H 3.722 4.004 -0.382
O -4.294 -3.893 2.344
S -4.470 -2.565 1.810
O -5.508 -2.332 0.836
N -3.031 -1.902 1.311
C -2.651 -0.796 1.968
S -1.409 0.187 1.406
C -3.533 -0.493 3.098
C -3.518 0.596 3.974
C -4.601 0.797 4.837
C -5.700 -0.081 4.819
C -5.711 -1.186 3.953
C -4.623 -1.365 3.113
H -2.656 1.260 3.961
H -4.598 1.647 5.521
H -6.550 0.099 5.476
H -6.536 -1.888 3.913
```

Values from the calculation:
- ΔE to the lowest compared entry with this formula, charge and spin (kcal/mol) = 0.0
- E_tot (eV) = -83963.6253
- M (g/mol) = 799.00
- lowest unoccupied orbital energy (alpha / beta) (eV) = -6.954 / -6.917
- charge = +2

# C10H23BO7P

A 3-piece molecular cluster, C10H23BO7P overall (ωB97M-V/def2-TZVPD, the Open Molecules 2025 dataset).

The geometry in XYZ format:
```
42
C10H23BO7P, DFT ωB97M-V/def2-TZVPD
C -2.325 -0.364 -1.952
C -0.913 -0.773 -1.626
O -0.155 -1.211 -2.456
O -0.589 -0.707 -0.312
C -0.251 0.620 0.188
C 1.062 1.180 -0.334
B 0.906 2.137 -1.669
P 0.825 3.980 -1.125
O 1.850 4.514 -0.194
O 0.765 4.903 -2.485
O -0.663 4.298 -0.480
H -2.460 0.709 -1.808
H -2.508 -0.600 -3.001
H -3.020 -0.906 -1.308
H -0.224 0.494 1.274
H -1.071 1.321 -0.010
H 1.778 0.369 -0.487
H 1.459 1.809 0.474
H 1.861 2.016 -2.416
H -0.133 1.883 -2.281
H 0.637 4.295 -3.226
H -1.197 4.714 -1.166
C 2.019 -3.411 -1.901
C 3.472 -3.722 -1.646
O 4.373 -3.027 -2.051
C 3.759 -4.977 -0.844
H 1.916 -2.493 -2.471
H 1.566 -4.237 -2.455
H 1.487 -3.290 -0.956
H 3.351 -5.850 -1.357
H 3.293 -4.906 0.140
H 4.834 -5.097 -0.726
C -1.817 1.219 4.946
C -2.452 1.027 3.586
O -2.219 1.770 2.669
C -3.387 -0.153 3.435
H -1.169 2.092 4.919
H -2.589 1.363 5.704
H -1.228 0.340 5.212
H -4.221 -0.065 4.134
H -2.855 -1.082 3.645
H -3.769 -0.182 2.417
```

Values from the calculation:
- ΔE to the lowest compared entry with this formula, charge and spin (kcal/mol) = 0.0
- E_tot (eV) = -35044.6201
- M (g/mol) = 297.07
- lowest unoccupied orbital energy (eV) = 2.553
- charge = -1

# C6H10O

C6H10O as an isolated structure at a distorted geometry (ωB97M-V/def2-TZVPD, the Open Molecules 2025 dataset).

The geometry in XYZ format:
```
17
C6H10O, DFT ωB97M-V/def2-TZVPD
C -1.778 -0.671 0.245
C -0.902 -0.079 -0.841
O -0.669 1.312 -0.590
C 0.722 1.542 -0.386
C 1.342 0.195 -0.036
C 0.770 -0.384 1.208
C 0.409 -0.731 -0.686
H -0.807 -0.533 1.099
H -1.756 -1.768 0.246
H -2.842 -0.356 0.137
H -1.337 -0.215 -1.842
H 1.191 1.933 -1.298
H 0.834 2.275 0.420
H 2.406 0.081 -0.178
H 0.556 0.361 2.007
H 1.240 -1.259 1.631
H 0.620 -1.703 -1.136
```

Values from the calculation:
- ΔE to the lowest compared entry with this formula, charge and spin (kcal/mol) = 97.6
- E_tot (eV) = -8427.0068
- M (g/mol) = 98.14
- lowest unoccupied orbital energy (eV) = 0.686

# C5H11NSi

A single C5H11NSi molecule at a distorted geometry (ωB97M-V/def2-TZVPD, the Open Molecules 2025 dataset).

The geometry in XYZ format:
```
18
C5H11NSi, DFT ωB97M-V/def2-TZVPD
C -2.629 -0.447 -1.218
C -2.284 0.485 -0.314
Si -0.843 0.082 0.889
C 0.652 -1.306 0.270
C 1.825 -0.418 -0.188
C 1.788 0.985 0.411
N 0.376 1.285 0.650
H -3.150 -0.090 -2.020
H -2.550 -1.524 -1.173
H -2.614 1.448 -0.505
H -1.115 0.121 2.443
H 0.390 -2.004 -0.385
H 1.104 -1.919 1.028
H 1.596 -0.260 -1.189
H 2.818 -1.077 0.020
H 2.275 0.896 1.386
H 2.192 1.660 -0.218
H 0.169 2.083 0.113
```

Values from the calculation:
- ΔE to the lowest compared entry with this formula, charge and spin (kcal/mol) = 64.2
- E_tot (eV) = -14728.9538
- M (g/mol) = 113.24
- lowest unoccupied orbital energy (eV) = 1.086
- SMILES string = C=C[Si@H]1CCCN1